Record 1
59
Properties=species:S:1:pos:R:3:forces:R:3:lowdin_spin:R:1 method="wB97M-V/def2-TZVPD" homo_energy_ev="0.49 / 0.49" multiplicity=4 fmax_ev_per_a=11.43 relative_energy_kj_mol=243.4 charge=-2 s_squared=3.754 gap_ev="3.10 / 3.10"
V 0.09663 0.11114 -0.79147 -0.2 0.9 -0.4 2.766
S -0.36134 3.19970 -2.02384 3.6 9.7 -4.9 0.006
O -0.31939 3.34333 -3.46927 1.8 -3.1 -3.7 0.002
O 0.92340 3.55721 -1.44059 0.1 1.0 1.4 0.002
O -1.41833 4.19040 -1.90796 -3.1 1.0 4.8 0.001
O -0.58567 1.91373 -1.56248 -3.3 -9.2 3.2 0.038
S 3.24209 0.99086 -1.25915 5.3 7.5 -4.8 0.006
O 2.11271 0.27244 -0.75625 -4.2 -3.5 3.2 0.046
O 3.56653 2.29101 -0.64248 0.7 -1.2 4.7 0.003
O 4.40056 0.10926 -1.42018 0.3 -1.8 1.3 -0.001
O 2.90765 1.59183 -2.52814 -1.9 -2.2 -4.2 0.003
C -0.28830 0.23140 -4.03571 -0.3 0.5 -0.3 0.004
O -0.07783 -0.57918 -2.85998 -1.1 0.5 0.1 0.025
C 0.69458 -1.71506 -3.04061 1.0 -0.5 1.4 0.004
C 0.58693 -2.66635 -1.76798 -0.5 -1.2 -3.7 0.006
N 0.84936 -2.15447 -0.48838 -1.0 0.2 0.3 0.014
C 0.68227 -3.24662 0.46716 1.3 0.4 1.7 0.002
C 1.33394 -2.82195 1.79176 1.0 0.7 -0.7 0.000
O 0.52460 -2.00692 2.57157 -1.7 -0.6 1.9 0.001
C 0.74905 -2.11663 3.96768 -0.1 1.1 -0.1 0.000
H -1.10033 0.93022 -3.83486 0.1 -0.1 0.2 0.000
H -0.53977 -0.43104 -4.86399 -0.2 -0.3 -0.1 0.000
H 0.53479 0.87815 -4.33959 0.5 -0.2 0.6 0.000
H 1.70738 -1.34353 -3.19653 0.5 -0.4 0.2 0.000
H 0.43282 -2.28732 -3.93061 -0.4 -0.2 -0.1 0.000
H 1.24959 -3.50423 -1.98461 1.0 -0.1 -0.3 0.000
H -0.31348 -3.28062 -1.77265 -0.9 0.8 0.0 0.000
H 1.80373 -1.84400 -0.60186 0.7 0.5 1.1 0.002
H 1.21122 -4.15572 0.18105 0.3 -0.1 -0.5 0.000
H -0.32617 -3.60705 0.67021 -0.4 0.7 -0.4 0.000
H 2.12378 -2.11023 1.55153 0.9 -0.6 -0.4 0.000
H 1.74740 -3.62898 2.39661 -0.1 -0.4 -0.2 0.000
H 0.16564 -1.32883 4.44423 -0.3 -0.1 -0.1 0.000
H 1.77220 -1.85217 4.23475 0.4 -0.3 -0.2 0.000
H 0.45768 -3.06513 4.41884 0.1 -0.3 -0.3 0.000
C -1.30338 4.43823 1.70732 1.0 0.4 -0.3 0.000
O -0.92072 3.21750 2.29943 1.0 -0.8 0.3 0.000
C 0.44379 2.69774 1.93143 -2.5 0.1 0.2 0.002
C 0.43096 1.20500 2.27125 1.6 0.0 -1.0 0.008
N -0.32661 0.25558 1.35837 -1.3 2.1 1.9 0.023
C -1.75360 0.56869 1.55198 -1.9 0.9 -1.7 0.005
C -2.58756 -0.56635 0.93323 1.0 0.5 0.0 0.002
O -2.22056 -0.65340 -0.45886 1.7 1.7 2.3 0.020
C -2.72150 -1.65241 -1.22411 -1.1 -0.3 -0.9 0.002
H -1.18842 4.35768 0.62639 -0.5 0.3 -0.3 0.000
H -0.68779 5.27002 2.04976 0.7 0.1 0.0 0.000
H -2.28148 4.77743 2.04845 -0.4 -0.8 -0.2 0.000
H 1.15926 3.25476 2.53636 0.2 -0.3 0.1 0.000
H 0.69358 2.86128 0.88313 -0.2 0.2 -0.4 0.001
H 0.20448 1.04574 3.32550 -0.5 -0.1 0.1 0.001
H 1.47718 0.93020 2.13704 0.2 -0.2 0.0 0.000
H -0.33276 -0.62197 1.85835 1.2 -0.3 -0.3 0.003
H -2.02197 1.52665 1.10655 0.3 -0.1 -0.3 0.000
H -2.08306 0.71255 2.58098 0.4 -0.4 0.5 0.000
H -3.66934 -0.49950 1.04889 -0.1 0.4 -0.1 0.000
H -2.26125 -1.37742 1.58422 0.0 -1.2 -0.7 0.000
H -2.36100 -2.64393 -0.95022 0.0 -0.2 0.1 0.000
H -2.42862 -1.39321 -2.24153 0.0 -0.4 -0.1 0.000
H -3.80554 -1.57554 -1.14014 -0.4 -0.6 -0.3 0.000

***

Record 2
12
Properties=species:S:1:pos:R:3:forces:R:3:lowdin_charge:R:1 method="wB97M-V/def2-TZVPD" homo_energy_ev=-8.66 smiles="C1=CC2=C(C1)C2" fmax_ev_per_a=4.74 relative_energy_kj_mol=493.5 gap_ev=9.52
C 1.52704 0.29006 0.06018 0.9 -0.8 -0.8 -0.072
C 0.63335 1.28374 -0.12615 0.4 -0.5 0.9 -0.064
C -0.66926 0.70002 -0.25872 -1.4 -2.5 -1.4 -0.187
C -0.61506 -0.62880 -0.48381 -0.5 1.4 1.5 -0.067
C 0.83331 -1.06801 -0.06337 -2.7 3.1 2.4 -0.123
C -1.95298 -0.00522 0.11417 -0.7 0.0 0.0 -0.044
H 2.66263 0.24663 0.04172 -1.6 0.7 0.2 0.123
H 0.75941 2.31360 -0.23325 0.7 1.5 0.2 0.076
H 1.37253 -1.58821 -0.73727 1.5 -2.5 -2.0 0.058
H 0.74544 -1.51114 0.94244 0.1 -0.3 -0.5 0.130
H -2.31375 -0.04791 1.16594 1.1 -0.1 -0.2 0.072
H -2.98264 0.01523 -0.42187 2.3 0.0 -0.2 0.098

***

Record 3
58
Properties=species:S:1:pos:R:3:forces:R:3:lowdin_charge:R:1 method="wB97M-V/def2-TZVPD" homo_energy_ev=-8.43 smiles="Cc1cccc(C)c1NC(=O)[C@@H](c1ccccc1)N1CCN(C(=O)c2ccco2)CC1" fmax_ev_per_a=1.01 relative_energy_kj_mol=139.6 gap_ev=9.01
C 2.08862 3.13169 0.04812 0.1 0.0 0.0 -0.037
C 3.43161 2.46742 0.12809 0.0 -0.1 0.0 -0.207
C 4.55332 3.18787 0.50508 0.0 0.0 0.0 -0.054
C 5.78994 2.57358 0.59053 0.0 0.0 0.0 -0.082
C 5.91520 1.23509 0.27446 0.0 0.1 0.0 -0.047
C 4.81664 0.48283 -0.12303 -0.1 0.0 0.0 -0.196
C 4.99014 -0.94973 -0.51359 0.0 -0.1 0.1 -0.037
C 3.56748 1.10676 -0.16943 0.4 0.1 0.2 -0.146
N 2.41634 0.39044 -0.56552 0.1 0.5 -0.3 0.143
C 1.94367 -0.75339 -0.02189 -0.3 0.0 -0.2 -0.425
O 2.46366 -1.36494 0.88365 0.1 -0.1 0.2 0.089
C 0.66681 -1.22987 -0.75432 0.0 0.0 0.1 -0.170
C 0.00657 -2.38932 -0.04267 0.1 -0.1 -0.1 -0.182
C -0.17063 -2.40167 1.33600 0.0 -0.1 0.0 -0.054
C -0.79619 -3.47158 1.95299 0.0 0.1 0.1 -0.069
C -1.25645 -4.54030 1.20363 0.0 -0.1 0.0 -0.085
C -1.07452 -4.54246 -0.16860 -0.1 -0.1 0.0 -0.079
C -0.44155 -3.47733 -0.78391 0.1 0.1 0.1 -0.050
N -0.16574 -0.06690 -1.05310 0.2 -0.1 -0.2 -0.138
C -0.81931 0.58770 0.06190 -0.2 0.0 0.2 -0.134
C -2.20679 0.01889 0.42405 0.4 0.1 0.3 -0.112
N -3.03354 -0.03406 -0.75774 0.1 -0.1 0.0 -0.036
C -4.11084 0.74433 -1.02447 -0.1 0.1 -0.1 -0.386
O -4.58622 0.84109 -2.14192 -0.1 0.2 -0.1 0.082
C -4.74659 1.41585 0.13862 -0.2 -0.6 0.7 -0.195
C -5.13347 0.93937 1.36583 0.3 0.2 -0.8 -0.022
C -5.85321 1.98513 1.98502 -0.1 0.5 -0.2 -0.052
C -5.85430 3.01364 1.09158 -0.3 -0.2 0.8 -0.108
O -5.19924 2.67465 -0.02339 0.2 0.1 -0.6 0.076
C -2.42255 -0.78689 -1.83517 0.0 -0.1 -0.4 -0.102
C -1.06374 -0.17124 -2.18749 -0.3 -0.1 -0.1 -0.130
H 2.15828 4.16512 0.37707 0.0 0.1 0.0 0.078
H 1.36672 2.61489 0.67880 -0.1 0.0 0.0 0.072
H 1.71011 3.12580 -0.97514 -0.1 0.0 -0.1 0.086
H 4.45469 4.23749 0.74087 0.0 0.1 0.0 0.107
H 6.65587 3.14223 0.89454 0.1 0.0 0.0 0.101
H 6.88408 0.76025 0.32384 0.1 -0.1 0.0 0.108
H 4.45478 -1.16312 -1.43821 0.0 -0.1 -0.1 0.086
H 6.04279 -1.18330 -0.65019 0.1 0.0 -0.1 0.078
H 4.58111 -1.60104 0.25851 0.0 0.0 -0.1 0.074
H 1.76420 0.86999 -1.17541 0.0 -0.2 0.1 0.133
H 1.02309 -1.59625 -1.72779 -0.1 0.0 0.1 0.156
H 0.19782 -1.58524 1.93698 0.1 0.1 0.1 0.115
H -0.92157 -3.46975 3.02577 0.0 0.0 0.1 0.105
H -1.74635 -5.37237 1.68713 0.0 -0.1 0.0 0.102
H -1.42023 -5.37685 -0.76106 0.0 -0.1 0.0 0.103
H -0.29162 -3.49350 -1.85534 0.0 0.0 -0.1 0.116
H -0.16763 0.54037 0.93551 0.0 0.1 0.1 0.122
H -0.95384 1.64042 -0.21914 0.0 0.0 0.1 0.130
H -2.66553 0.66122 1.17443 0.1 -0.1 -0.1 0.117
H -2.10726 -0.99323 0.82950 -0.1 0.2 0.0 0.116
H -4.94685 -0.03772 1.76320 0.1 -0.2 0.0 0.118
H -6.30575 1.96935 2.95501 -0.1 0.1 0.2 0.101
H -6.26911 4.00108 1.13748 0.0 0.1 -0.1 0.123
H -3.09271 -0.74483 -2.69476 0.1 -0.1 0.1 0.125
H -2.30122 -1.82441 -1.50797 0.0 0.1 -0.1 0.117
H -0.58327 -0.74944 -2.97800 0.0 0.0 0.0 0.125
H -1.23574 0.84621 -2.55892 -0.1 -0.1 -0.1 0.132